[1]
Density functional theory data (ωB97M-V with the def2-TZVPD basis set) for a 13-piece molecular cluster, C27H66O13 overall.

Structure (XYZ):
```
106
Properties=species:S:1:pos:R:3:forces:R:3
H -0.3799 -17.7080 -7.3988 0.0 1.3 0.1
C -3.0733 -20.3319 -8.1904 -0.8 -1.0 1.0
O -4.2662 -18.4782 -12.0121 0.2 0.1 -1.6
O 2.1367 -23.6236 -5.9766 0.2 0.8 1.1
H -7.5403 -20.4306 -11.0331 -0.2 0.2 0.2
H 2.4453 -19.5459 -12.1977 -0.5 -0.1 0.4
O 3.1792 -21.5924 -10.6206 -0.4 0.2 1.9
H -5.5056 -23.7050 -3.9205 -0.2 0.4 -0.5
H -1.9484 -21.4213 -11.5714 -0.2 -0.1 -0.5
H -2.7767 -17.0854 -11.8395 -0.2 0.3 0.2
H -2.9578 -25.5348 -4.3357 -0.2 0.3 -0.5
O -5.5968 -20.0741 -10.4205 1.4 1.2 1.2
O -0.5762 -16.8696 -4.3314 -0.7 -0.6 1.2
H 1.6491 -23.4566 -3.0650 -0.2 0.1 -0.2
H -5.0753 -25.2915 -8.9073 -0.1 0.4 -0.5
H 2.5972 -18.8980 -9.5201 0.2 -0.8 0.3
H -5.6956 -20.2478 -9.4815 -0.2 0.0 0.5
H -0.8407 -20.4401 -10.7462 0.3 0.6 -0.1
H 2.9369 -21.8574 -11.5110 -0.6 -0.4 0.3
O -3.2308 -17.0771 -7.5341 1.0 -0.2 -0.5
C -5.2765 -15.9414 -7.4322 -1.7 0.3 0.3
H -5.1004 -15.2255 -8.2350 0.9 -0.4 0.0
H -1.7013 -24.7902 -5.4367 -0.2 0.1 0.3
H -6.1531 -16.5033 -7.7546 -0.2 -0.2 0.0
H -3.0809 -20.3706 -9.2797 0.9 -0.6 -0.1
H 1.3938 -21.3267 -6.4428 -0.2 0.2 0.2
H -7.5520 -21.1659 -7.6977 -0.3 -0.7 0.1
C -5.5101 -24.5266 -8.2640 0.5 -0.4 1.4
H -8.7457 -19.3776 -8.3312 0.0 -0.2 -0.5
O -0.7149 -20.2386 -12.8914 -0.1 -1.3 2.3
C 0.1260 -16.7853 -5.2891 -0.1 0.7 -2.2
C 1.4943 -21.4464 -5.3641 0.1 1.0 -0.1
H -4.6318 -20.0785 -2.5960 0.0 -0.2 0.1
C 1.3030 -18.1762 -10.8890 -4.9 0.2 -0.8
O -1.0213 -25.7512 -3.7494 0.6 0.3 0.1
H 0.5915 -14.9362 -6.2965 -0.1 0.0 0.0
C -6.7654 -25.0692 -7.6391 -0.9 -0.4 -0.5
H 2.7325 -21.8675 -8.5577 0.1 0.5 -0.3
C -6.5216 -20.8137 -11.0931 -1.0 -1.1 -1.1
H -3.7826 -23.4290 -4.1501 -0.1 0.5 0.0
H -2.5722 -19.4152 -7.8799 -0.2 0.1 0.1
H -6.5197 -21.8296 -10.6982 -0.2 -0.3 -0.4
H -8.0195 -25.0271 -9.3639 -0.3 -0.1 -0.1
H -4.5434 -19.2278 -11.4803 -0.3 0.0 0.4
C -7.6804 -25.7709 -8.6428 0.3 -0.9 0.7
H 2.1785 -17.9265 -12.8669 -0.4 0.0 0.2
H -8.0308 -18.9500 -6.8588 0.3 0.1 0.4
H 2.7108 -22.0206 -3.2518 -0.6 0.2 0.3
C 2.4394 -22.9952 -3.6573 1.1 0.4 1.0
H -0.7938 -21.6041 -8.6291 -0.1 0.0 0.0
H -4.7882 -24.3374 -7.4696 0.0 0.2 0.1
C -7.7653 -19.2569 -7.8704 -1.0 0.7 0.3
O 0.2291 -17.5659 -11.0662 2.2 -0.5 -0.2
H -8.4626 -26.3386 -8.1390 -0.5 0.8 0.2
H 2.1051 -20.6598 -4.9212 0.4 0.0 -0.3
H -4.1455 -20.3269 -7.9942 0.0 0.6 0.6
H -2.9360 -18.2794 -10.5296 0.6 0.3 0.3
H 3.1992 -18.1882 -11.4607 0.6 0.0 -0.3
H -7.2732 -18.4154 -8.3580 0.3 -0.3 -0.1
C -4.4039 -20.9472 -3.2136 0.3 0.8 -0.8
C -4.2844 -16.9517 -6.9771 0.2 -0.6 0.9
H -1.9575 -26.5227 -5.4215 -0.1 -0.1 -0.2
C 0.9658 -15.5132 -5.4508 -0.1 -0.3 0.2
H -0.4355 -18.7445 -6.1174 -0.2 0.1 0.8
C 0.0771 -17.8304 -6.4168 0.6 -1.3 0.4
H -0.5808 -21.5305 -6.8751 0.4 -0.5 -0.1
H 0.8137 -14.9667 -4.5201 0.1 0.2 -0.2
C -4.5708 -23.4965 -3.4002 -0.5 -0.4 -0.2
H 1.2706 -18.2679 -8.6857 -0.6 0.4 -0.6
H -3.3527 -20.9251 -3.5011 0.4 -0.3 0.5
H -0.9364 -19.3791 -12.5257 0.0 0.6 -0.6
H -7.1826 -26.6029 -9.1409 0.6 0.4 -0.5
C -4.5917 -17.8040 -5.6709 0.3 2.5 -1.3
O -7.1170 -24.8947 -6.4928 0.4 0.0 -0.1
H -5.6490 -15.3708 -6.5815 0.0 0.0 0.2
H 1.2793 -21.7098 -9.6361 0.1 -0.1 0.1
H 2.0335 -15.6499 -5.6225 0.0 -0.3 0.0
H -4.4484 -24.4629 -2.9110 0.2 0.4 0.9
H 2.2979 -23.1923 -9.5760 -0.3 0.0 0.0
O -3.2301 -22.0820 -6.4593 1.6 1.3 -1.8
O -5.3305 -22.2229 -1.4592 0.8 -0.4 -1.9
H -4.8161 -20.7794 -4.2086 -0.6 -0.3 0.0
H 0.5722 -21.2758 -4.8084 -0.4 -0.4 -0.2
H -1.0963 -23.0985 -7.6765 0.3 0.1 0.3
C -2.5482 -21.5408 -7.3442 -1.4 -0.5 -0.3
H -5.0725 -18.7581 -5.8867 0.2 0.0 0.2
H 1.0652 -19.8045 -9.4688 0.0 0.1 -0.5
H -1.1988 -26.5466 -3.2421 -0.1 0.0 -0.1
H 1.0924 -18.1903 -6.5830 0.3 0.2 -0.2
C -0.9338 -21.0322 -11.6566 -0.3 0.3 -0.3
H -4.1703 -17.0504 -10.5996 0.4 0.8 0.0
O -6.9835 -20.4188 -7.8983 0.8 0.5 -0.3
H -0.2620 -21.8751 -11.4943 0.3 0.0 -0.8
C -3.4831 -17.6316 -11.2145 -0.4 -1.1 0.5
H -5.2017 -17.1097 -5.0930 -0.6 -0.6 0.3
H -3.6334 -17.7806 -5.1522 0.0 -0.9 -0.1
C -1.9748 -25.6294 -4.7971 0.0 -0.7 0.3
H -6.2227 -20.7848 -12.1409 -0.1 -0.3 -0.1
C 2.2897 -22.1035 -9.5254 1.1 -0.4 -1.9
C -4.8157 -22.2328 -2.5850 -0.3 -0.5 1.8
C -1.1405 -22.0094 -7.6785 -0.8 0.4 0.3
C 1.5126 -18.8185 -9.5947 2.0 -0.1 1.9
C 2.0648 -22.7806 -5.0876 -0.2 -1.7 -1.0
H 3.3629 -23.5237 -3.4211 -0.1 -0.7 -0.8
H -5.7343 -23.5565 -8.7074 0.0 0.0 -0.6
C 2.2735 -18.4997 -11.9446 1.4 0.9 -0.6
```
Forces are in eV/Å.

## Properties
HOMO-LUMO gap (spin up / spin down)   1.55 / 8.75 eV
Total charge   -1
Multiplicity   2
⟨S²⟩   0.7506



[2]
Density functional theory data (ωB97M-V with the def2-TZVPD basis set) for a 2-piece molecular cluster, C5H13NO2Si overall.

Structure (XYZ):
```
22
Properties=species:S:1:pos:R:3:forces:R:3
H 1.4133 2.0312 2.3827 0.0 -0.1 -0.1
N -1.4702 -1.0185 0.4154 1.0 0.2 -0.4
C 1.4499 -1.3017 -0.4173 0.6 -1.5 0.1
H -0.1328 1.7012 1.5337 0.2 -0.1 -0.1
H 0.5557 -0.0419 -2.8246 0.0 0.1 0.1
H -1.1236 -1.3041 1.3199 0.0 -0.1 0.2
C 0.9525 1.7954 1.4249 -0.5 0.9 0.2
O 1.5021 0.5477 1.0277 0.0 -1.0 -1.6
C 1.1155 0.0475 -0.1367 -1.7 1.9 1.2
Si -2.7626 0.0596 0.3585 0.7 -0.6 0.1
H 1.1646 -1.6885 -1.3818 -0.1 0.0 0.0
H -0.8794 -0.3108 -1.7644 0.1 0.0 0.1
H 1.1695 2.5789 0.6907 0.0 -0.2 0.2
H 2.3631 -1.7294 1.4380 0.1 0.0 0.2
H -3.2541 -0.0035 -1.0292 -0.3 0.2 -0.3
H -2.4042 1.4831 0.6049 -0.1 0.5 0.0
C -0.1291 0.4111 -2.1046 -0.7 -0.4 -0.9
H -3.8647 -0.2202 1.2956 -0.4 0.0 0.2
H 2.3094 -3.1192 0.2247 0.0 -0.2 -0.1
O 0.5608 0.9063 -0.9752 1.4 -0.7 1.6
C 2.0827 -2.0981 0.4686 -0.5 0.9 -0.7
H -0.6181 1.2738 -2.5513 0.1 0.0 0.0
```
Forces are in eV/Å.

## Properties
HOMO-LUMO gap (spin up / spin down)   5.89 / 5.89 eV
Total charge   0
Energy above the lowest of the compared OMol25 structures with the same formula, charge and spin   5.756 eV
Multiplicity   1



[3]
Density functional theory data (ωB97M-V with the def2-TZVPD basis set) for one molecule with the formula C6H9N.

Structure (XYZ):
```
16
Properties=species:S:1:pos:R:3:forces:R:3
H 1.0501 -0.7003 1.2958 0.0 0.0 0.0
H -0.7388 1.0496 -1.7384 0.0 0.1 0.0
H -0.5603 -1.5176 -1.2292 -1.8 -1.1 -1.2
C -0.5219 0.5990 -0.7776 0.2 0.4 -0.2
C 0.5684 -0.3892 -0.7829 0.5 0.8 0.3
C 1.5485 -0.6095 0.3296 0.1 0.2 0.2
H 0.1923 2.3414 0.2365 -0.2 -0.1 0.0
H 2.1638 -1.5066 0.1906 -0.3 0.2 -0.1
N -1.7840 -1.6721 1.7243 0.3 0.5 -1.0
H -1.5537 2.0864 0.3901 0.0 0.0 0.0
H 2.2223 0.2520 0.3710 0.1 -0.1 0.1
C -0.5866 1.5807 0.3720 -0.1 0.0 0.0
C -1.4650 -1.2554 0.6882 0.1 -0.5 0.6
C -1.0774 -0.7919 -0.6208 1.5 -0.1 0.9
H 0.9801 -0.5706 -1.7950 -0.5 -0.4 0.6
H -0.4378 1.1042 1.3457 0.0 0.0 -0.2
```
Forces are in eV/Å.

## Properties
HOMO-LUMO gap   9.86 eV
SMILES   C[C@@H]1[C@H](C)[C@@H]1C#N
Total charge   0
Energy above the lowest of the compared OMol25 structures with the same formula, charge and spin   2.770 eV
Multiplicity   1



[4]
Density functional theory data (ωB97M-V with the def2-TZVPD basis set) for one molecule with the formula C17H25F3N4O3.

Structure (XYZ):
```
52
Properties=species:S:1:pos:R:3:forces:R:3
H 0.3835 -2.4096 1.1714 0.1 0.0 -0.1
H -3.9299 0.8378 -1.1192 0.2 -0.1 -0.1
C -2.5002 3.2156 -1.1283 0.0 0.0 0.0
C -3.2968 2.5651 -0.0020 0.0 0.1 0.0
H 1.0726 2.3372 2.0750 0.0 0.0 -0.1
H 0.0878 -1.5764 3.4981 -0.1 0.1 -0.1
F -0.1915 0.2891 5.2555 0.1 0.1 0.0
N 0.5507 -0.5229 0.2846 0.0 -0.2 0.0
C 3.3200 1.1282 -2.2565 0.5 0.4 -0.3
H 3.4042 0.4359 -3.0890 -0.2 -0.1 0.1
H -1.4439 -5.0049 -1.2502 -0.2 0.0 0.1
O -1.9750 -0.0489 -2.3289 0.1 0.0 0.0
C 0.3101 0.5128 2.9607 0.5 -0.2 -0.4
C 0.5946 -0.9652 2.7443 -0.3 -0.5 0.5
C 0.5876 0.9571 4.3822 -0.1 -0.1 -0.4
O 2.2645 0.6763 -1.4244 -0.1 -0.5 -0.3
H -2.4490 4.2965 -0.9963 0.0 0.0 0.0
C 2.0830 -2.4259 -2.6511 0.0 0.2 0.1
H -1.7190 0.2544 0.7601 -0.2 0.0 0.1
C 0.3233 -4.2298 -2.1030 -0.2 0.2 0.2
H 4.2633 1.1493 -1.7105 -0.1 0.0 0.1
C -3.4503 1.0561 -0.1662 -0.2 0.2 -0.1
N -0.8430 -4.2190 -1.4091 0.3 -0.3 -0.2
H 3.1154 2.1274 -2.6408 0.0 0.0 0.1
C 0.8442 0.8924 0.5060 -0.1 -0.3 0.0
H 0.4388 -0.2981 -1.7735 -0.1 -0.1 0.1
F 1.8687 0.7398 4.7335 -0.1 0.1 0.1
H 0.7100 -5.1308 -2.5473 0.0 0.0 0.0
O 2.6034 2.4014 -0.0673 0.3 0.6 0.0
C 2.0014 1.4055 -0.3515 -0.2 0.0 0.4
H 1.9127 -1.8275 -3.5487 0.0 -0.1 0.0
H -0.0100 1.5099 0.1950 0.0 0.1 0.0
H 2.7729 -3.2321 -2.8957 -0.1 -0.1 -0.1
H 2.5884 -1.7790 -1.9311 -0.1 0.0 0.0
H 2.2288 1.0549 2.1691 0.0 -0.2 0.0
H -2.9562 3.0139 -2.0983 0.0 0.0 0.0
N -2.1791 0.3697 -0.1238 0.3 -0.3 0.3
C 0.8011 -2.9421 -2.0775 0.3 -0.2 0.0
H -2.8253 2.7844 0.9618 0.0 0.0 0.0
N -1.1503 -3.0185 -0.9282 -0.2 0.1 0.0
H -4.2932 3.0130 0.0411 0.0 -0.1 0.0
C 1.1785 1.2585 1.9538 0.0 0.5 0.4
C -1.5319 -0.1305 -1.1974 -0.2 -0.1 -0.4
C -0.1413 -0.7749 -0.9827 0.1 0.2 -0.1
F 0.3385 2.2720 4.5409 0.1 -0.1 0.1
H 1.6549 -1.1933 2.8714 0.1 0.3 -0.2
C 0.0837 -1.3845 1.3814 0.0 0.4 0.0
H -4.1001 0.6509 0.6115 0.0 0.0 0.1
C -0.1626 -2.2345 -1.3281 -0.2 0.1 0.0
H -0.7474 0.7140 2.7628 -0.1 0.0 0.2
H -1.0136 -1.4082 1.4311 -0.1 -0.1 0.0
H -1.4769 2.8370 -1.1647 0.0 0.0 0.0
```
Forces are in eV/Å.

## Properties
HOMO-LUMO gap   9.29 eV
SMILES   CCCNC(=O)[C@H](c1n[nH]cc1C)N1CC[C@@H](C(F)(F)F)C[C@H]1C(=O)OC
Total charge   0
Energy above the lowest of the compared OMol25 structures with the same formula, charge and spin   0.711 eV
Multiplicity   1



[5]
Density functional theory data (ωB97M-V with the def2-TZVPD basis set) for C13H20NO4P2Rh as an isolated structure.

Structure (XYZ):
```
41
Properties=species:S:1:pos:R:3:forces:R:3
P 0.1058 -2.6761 0.1007 0.0 -0.1 0.1
H -1.3754 -4.0441 -1.1348 0.0 0.0 0.0
C -2.5556 -0.6444 -0.4485 -0.1 0.1 0.0
C 2.3974 -1.2685 1.0234 0.0 0.0 0.0
H -0.0230 -5.0026 -0.4755 0.0 0.0 0.0
H -5.0694 3.2598 0.2831 0.0 0.0 0.0
C 2.8167 1.5826 0.9942 0.0 0.0 0.0
C 1.9019 -2.5948 0.4295 0.0 0.0 0.0
H -4.8796 0.7643 0.1361 0.0 0.0 0.0
C -0.8047 -2.7663 1.6433 0.0 0.0 0.0
H 2.9069 2.4806 0.3840 0.0 0.0 0.0
C -1.8034 2.9521 -0.4478 0.0 0.0 0.0
C -2.9956 3.5874 -0.1621 0.0 0.0 0.0
C -4.0276 1.4103 -0.0236 0.0 0.1 0.0
H 3.6191 0.8767 -1.9378 0.0 0.0 0.0
H 3.4569 -1.3750 1.2721 0.0 0.0 0.0
N -1.7266 1.6251 -0.5175 -0.1 -0.1 0.0
H 2.4198 -2.8376 -0.5009 0.0 0.0 0.0
C -0.4922 3.6100 -0.7477 0.0 0.0 0.0
C 3.5631 -0.0099 -1.3059 0.0 0.0 0.0
H -1.8692 -2.8356 1.4179 0.0 0.0 0.0
O -1.4085 -0.9764 -1.0328 0.0 -0.1 0.1
H -0.6241 -1.8805 2.2525 0.0 0.0 0.0
C -4.1200 2.7937 0.0561 -0.1 -0.1 0.0
H 0.3277 5.3073 -0.9114 0.0 0.0 0.0
O -0.5315 4.9142 -0.6803 0.0 0.0 0.0
P 2.2731 0.2171 -0.0558 -0.2 -0.1 -0.1
O -3.3524 -1.4282 -0.0112 0.1 0.0 0.0
H 2.0891 1.7646 1.7845 0.0 0.0 0.0
H 0.2241 -3.9742 -1.9078 0.0 0.0 0.0
O 0.5020 2.9553 -1.0308 -0.1 0.0 0.0
C -0.3001 -4.0611 -0.9567 0.0 0.0 0.0
H -3.0465 4.6658 -0.1144 0.0 0.0 0.0
H 2.1184 -3.4080 1.1318 0.0 0.0 0.0
H 3.7854 1.3560 1.4423 0.0 0.0 0.0
C -2.7948 0.8554 -0.3282 0.0 -0.1 0.0
H 4.5318 -0.1659 -0.8285 0.0 0.0 0.0
H 3.3350 -0.8652 -1.9424 0.0 0.0 0.0
H 1.8849 -1.0462 1.9629 0.0 0.0 0.0
Rh 0.0338 0.5346 -1.0150 0.6 0.1 0.0
H -0.4924 -3.6521 2.2032 0.0 0.0 0.0
```
Forces are in eV/Å.

## Properties
HOMO-LUMO gap (spin up / spin down)   8.33 / 7.88 eV
Total charge   +2
Energy above the lowest of the compared OMol25 structures with the same formula, charge and spin   0.000 eV
Multiplicity   5
⟨S²⟩   6.0087



[6]
Density functional theory data (ωB97M-V with the def2-TZVPD basis set) for C8H20GaN2O as an isolated structure.

Structure (XYZ):
```
32
Properties=species:S:1:pos:R:3:forces:R:3
H 1.3015 1.7726 -1.7965 0.0 0.0 0.1
C 1.6565 -0.9973 2.1351 -0.3 -0.8 -0.4
C -0.6482 2.0174 0.5420 -0.6 -0.5 0.2
H 0.1569 -1.2030 -0.4235 -0.4 0.0 0.1
H -2.4520 0.4677 1.7611 0.1 0.1 0.4
Ga 0.6049 0.4321 -2.3378 0.1 -0.5 -0.2
N -1.6079 1.0564 -0.0345 -0.1 -0.2 0.4
H 0.2764 1.5147 0.7708 0.5 -0.1 -0.1
H 1.4445 -2.6918 0.8038 -0.3 -0.5 0.2
H 3.1087 -2.3547 1.2379 0.3 -0.1 0.3
N 0.2528 -1.1241 2.4921 -0.1 0.5 0.5
H 2.2489 -1.1924 3.0174 0.1 0.1 0.4
H -1.0490 2.3947 1.4802 -0.1 0.2 0.1
H 3.0696 -1.5699 -0.9310 0.3 0.1 -0.2
H 0.0435 -2.0045 2.9357 -0.1 -0.1 -0.3
C 2.2732 -1.1218 -0.3412 -0.3 -1.1 -0.1
C -2.7785 0.8843 0.8190 0.4 -0.1 -0.4
H -1.8396 -0.3976 -2.2927 0.2 -0.4 -0.1
H 0.8933 -2.1168 -1.7026 0.1 -0.3 -0.1
C 0.9695 -1.1905 -1.1422 0.1 1.0 0.1
O -2.7625 2.3581 -1.5503 -0.6 1.1 0.2
H 1.8137 0.0300 1.8444 0.2 0.4 0.0
H -1.7744 1.0239 -3.4045 -0.3 0.0 -0.3
H -3.3315 1.8107 0.9632 -0.2 0.2 0.2
C -2.0127 1.4305 -1.3723 0.4 -0.6 -0.7
H -0.4759 2.8493 -0.1209 0.2 0.3 -0.2
C -1.4747 0.6122 -2.4550 0.5 0.2 0.6
H -3.4221 0.1433 0.3649 -0.4 -0.1 -0.2
H 1.1600 0.1149 -3.8210 -0.1 0.0 -0.1
H -0.3546 -0.9473 1.7042 0.0 -0.2 -0.1
H 2.5548 -0.0975 -0.1352 0.2 0.4 0.1
C 2.1547 -1.9037 0.9896 0.3 1.0 -0.4
```
Forces are in eV/Å.

## Properties
HOMO-LUMO gap   8.14 eV
Total charge   -1
Multiplicity   1